Computed, not measured: a 2-piece molecular cluster, C5H14O2 overall in a non-equilibrium geometry, with ωB97M-V/def2-TZVPD.

F_max (eV/Å): 1.9
Net charge: 0
ΔE to the lowest compared entry with this formula, charge and spin (eV): 0.838
Structure (SMILES): CC(C)CCO.O
HOMO-LUMO gap (eV): 11.0
Lowest unoccupied orbital energy (eV): 0.81

```
21
Properties=species:S:1:pos:R:3:lowdin_charge:R:1
C 1.5016 0.0989 -0.3158 -0.07
C 0.5903 0.0183 0.9630 -0.40
C 0.2210 -1.4228 1.3338 -0.08
C -0.6914 0.8769 0.7326 -0.16
C -0.4782 2.3741 0.4359 -0.28
O -1.3118 2.8815 -0.5657 -0.04
H 1.1903 0.9663 -0.8728 0.05
H 2.5898 0.0836 -0.2097 0.07
H 1.3907 -0.7331 -1.0289 0.07
H 1.2511 0.4434 1.7243 0.12
H -0.8517 -1.5241 1.4383 0.07
H 0.7020 -1.7785 2.2388 0.07
H 0.5891 -2.0768 0.5389 0.07
H -1.2964 0.3800 -0.0263 0.12
H -1.1787 0.7612 1.7065 0.10
H -0.4496 2.8935 1.3950 0.12
H 0.5465 2.5343 0.1028 0.10
H -2.1751 3.1096 -0.2596 0.07
O -0.3110 -3.2115 -3.0958 -0.05
H -0.9348 -3.1331 -3.8132 0.03
H -0.8939 -3.5418 -2.4222 0.02
```